Molecular formula: C42H51N13PRbS3
Method: DFT, ωB97M-V/def2-TZVPD

The geometry in XYZ format:
```
111
Properties=species:S:1:pos:R:3:lowdin_charge:R:1
Rb 0.28573 1.02090 -0.88266 -0.240
C -1.16757 0.20407 -7.18097 -0.107
N -0.43640 -0.00239 -5.89109 -0.129
C 0.72098 -0.75247 -5.78332 -0.101
C 1.17689 -0.52663 -4.50101 -0.151
N 0.34671 0.36112 -3.80907 0.003
C -0.69897 0.56775 -4.64376 -0.426
P -2.18938 1.58505 -4.27221 1.121
C -3.07610 0.65469 -3.00895 -0.424
N -2.99283 0.76660 -1.63990 0.021
C -3.91286 -0.10942 -1.16180 -0.170
C -4.57857 -0.76996 -2.16312 -0.076
N -4.02088 -0.30762 -3.33799 -0.137
C -4.57083 -0.59083 -4.64049 -0.112
C -1.62634 3.12905 -3.55142 -0.462
N -0.46279 3.37633 -2.88390 0.020
C -0.61535 4.62379 -2.32797 -0.169
C -1.80333 5.19775 -2.67215 -0.078
N -2.45352 4.22860 -3.46560 -0.118
C -3.75135 4.50580 -4.07585 -0.143
H -0.37521 0.39408 -7.95826 0.089
H -1.81889 -0.60517 -7.54358 0.068
H -1.74588 1.08445 -7.01887 0.020
H 1.09932 -1.46744 -6.53174 0.117
H 2.03058 -1.01292 -4.05226 0.091
H -4.02698 -0.23282 -0.07545 0.107
H -5.33914 -1.56307 -2.14526 0.118
H -5.06683 -1.55857 -4.55639 0.078
H -5.30641 0.19998 -4.93042 0.073
H -3.81114 -0.72416 -5.40188 0.059
H 0.20439 4.93855 -1.66785 0.091
H -2.16319 6.19007 -2.38925 0.099
H -4.38071 5.07314 -3.36611 0.060
H -3.76176 5.02557 -5.08242 0.079
H -4.24350 3.59083 -4.34141 0.026
S -0.33539 -2.50107 -1.34196 0.488
C -1.30582 -3.55600 -0.42203 -0.762
C -2.28503 -4.35899 -1.01905 -0.073
C -3.05030 -5.28807 -0.28297 -0.188
C -3.90991 -6.16952 -0.98776 -0.188
N -4.68122 -6.84797 -1.54890 0.146
C -2.87053 -5.34912 1.12631 -0.196
C -1.95900 -4.48493 1.77643 -0.059
C -1.14114 -3.68033 1.02174 -0.537
S -0.02190 -2.73582 1.98736 0.974
C -3.62649 -6.29561 1.87485 -0.206
N -4.24123 -7.11133 2.44847 0.128
H -2.30872 -4.23505 -2.09877 0.100
H -1.91702 -4.47376 2.85170 0.114
C 3.16661 2.66345 -2.05892 -0.097
N 3.25105 2.87902 -0.57971 -0.246
C 3.34031 4.30476 -0.29031 -0.129
C 4.41741 2.10605 0.02658 -0.193
C 4.37155 0.60773 -0.19444 -0.222
N 3.09537 0.02839 0.27804 -0.302
C 2.93926 -1.38024 -0.08353 -0.129
C 2.89671 0.21886 1.72131 -0.086
H 3.91395 3.26867 -2.64767 0.092
H 2.22944 3.08302 -2.37340 0.044
H 3.21175 1.62202 -2.36619 0.067
H 3.99560 4.83979 -0.93545 0.056
H 3.63370 4.53782 0.77027 0.090
H 2.33644 4.71954 -0.43051 0.072
H 4.50878 2.25740 1.11933 0.101
H 5.35966 2.54532 -0.43190 0.127
H 5.26134 0.19016 0.32783 0.118
H 4.54445 0.34530 -1.23634 0.105
H 3.83140 -1.94051 0.15363 0.073
H 2.74176 -1.52058 -1.17449 0.075
H 2.00228 -1.77702 0.39911 0.020
H 3.82667 -0.07321 2.24796 0.086
H 2.02236 -0.35588 2.08227 0.079
H 2.81240 1.30981 1.85514 0.059
C 0.43152 -0.83969 5.73686 -0.075
N 1.21249 -1.88036 4.99217 -0.273
C 2.71256 -1.83375 4.99163 -0.091
C 0.59033 -3.19628 5.09984 -0.216
C 1.09358 -4.19391 4.10356 -0.203
C 1.82215 -5.30738 4.52130 -0.074
C 2.41729 -6.18557 3.65239 -0.116
C 2.23725 -6.03571 2.29189 -0.088
C 1.49193 -4.94943 1.79425 -0.086
C 0.85869 -4.08661 2.67030 -0.455
H 0.68567 -0.95869 6.81636 0.083
H -0.57710 -1.16852 5.67872 0.052
H 0.62473 0.13752 5.27290 0.086
H 3.16061 -2.30580 5.90713 0.076
H 2.93069 -0.75170 4.97715 0.065
H 3.21902 -2.26073 4.05095 0.096
H -0.46952 -3.03209 5.04483 0.098
H 0.82176 -3.64788 6.11771 0.127
H 2.09774 -5.38583 5.55763 0.099
H 3.06338 -6.96736 4.08029 0.104
H 2.71530 -6.76897 1.60631 0.109
H 1.40831 -4.77942 0.68792 0.130
N -3.17176 2.97107 0.43152 0.124
C -2.26808 3.28719 1.36285 -0.696
N -0.99776 3.12548 1.22227 0.056
C -0.29298 3.57827 2.29743 -0.320
C 1.09574 3.65820 2.33501 -0.041
C 1.66093 4.39910 3.33631 -0.107
C 0.87560 4.95435 4.37176 -0.137
C -0.51242 4.77906 4.42206 -0.115
C -1.11331 4.14960 3.30831 -0.472
S -2.83021 3.91468 2.93625 0.899
H -2.92864 2.29985 -0.32740 0.066
H -4.14275 3.16063 0.58122 0.058
H 1.67721 3.16950 1.59801 0.065
H 2.74670 4.55223 3.36559 0.093
H 1.29782 5.32826 5.27203 0.074
H -1.16895 5.18387 5.22504 0.107
```

* total energy: -106199.42984 eV
* total charge: -2
* HOMO energy: 1.8570 eV
* largest force on an atom: 2.96 eV/Å